{"formula": "C30H90HfN7O12", "method": "the ωB97M-V functional and the def2-TZVPD basis", "homo_ev": -14.07, "homo_lumo_gap_ev": 1.22, "relative_energy_kcal_mol": 259.7, "total_charge": 3, "e_tot_ha": -2529.456466, "species": ["Hf", "C", "C", "O", "H", "H", "H", "H", "H", "O", "H", "H", "O", "H", "H", "O", "H", "H", "O", "H", "H", "C", "C", "C", "O", "C", "N", "H", "H", "H", "H", "H", "H", "H", "H", "H", "H", "H", "C", "C", "C", "O", "C", "N", "H", "H", "H", "H", "H", "H", "H", "H", "H", "H", "H", "C", "C", "C", "O", "C", "N", "H", "H", "H", "H", "H", "H", "H", "H", "H", "H", "H", "C", "C", "C", "O", "C", "N", "H", "H", "H", "H", "H", "H", "H", "H", "H", "H", "H", "C", "C", "C", "O", "C", "N", "H", "H", "H", "H", "H", "H", "H", "H", "H", "H", "H", "C", "C", "C", "O", "C", "N", "H", "H", "H", "H", "H", "H", "H", "H", "H", "H", "H", "C", "C", "C", "O", "C", "N", "H", "H", "H", "H", "H", "H", "H", "H", "H", "H", "H"], "positions_angstrom": [[-1.405, -0.180, 6.139], [0.242, 0.723, 0.219], [0.114, -0.639, 0.940], [0.026, -0.485, 2.347], [0.431, 0.486, -0.828], [1.088, 1.296, 0.598], [-0.704, 1.258, 0.134], [0.969, -1.227, 0.608], [-0.727, -1.217, 0.556], [-1.973, 2.826, 4.213], [-1.708, 3.734, 4.358], [-2.517, 2.857, 3.426], [-4.154, -0.744, -2.672], [-5.000, -0.311, -2.561], [-4.234, -1.557, -2.173], [-2.268, -3.484, 5.167], [-2.620, -4.208, 5.686], [-2.127, -3.858, 4.298], [1.474, -2.257, 6.504], [2.299, -1.907, 6.166], [1.685, -3.152, 6.772], [0.070, -1.280, -7.289], [-0.660, -2.222, -6.319], [-0.080, -2.352, -4.936], [1.063, -3.215, -5.014], [1.631, -3.324, -3.733], [-2.048, -1.813, -6.220], [-0.253, -1.467, -8.313], [1.154, -1.371, -7.370], [-0.191, -0.245, -7.066], [-0.577, -3.167, -6.856], [-0.825, -2.796, -4.275], [0.106, -1.337, -4.584], [0.913, -3.713, -3.011], [2.080, -2.415, -3.332], [2.482, -4.004, -3.757], [-2.137, -1.058, -5.555], [-2.510, -2.499, -5.640], [-5.632, 4.600, -0.356], [-6.375, 3.493, 0.323], [-7.382, 2.732, -0.572], [-6.709, 2.159, -1.723], [-7.659, 1.657, -2.629], [-5.324, 2.545, 0.864], [-5.224, 5.333, 0.340], [-6.160, 5.018, -1.213], [-4.803, 4.250, -0.971], [-6.909, 3.794, 1.224], [-8.212, 3.348, -0.916], [-7.753, 1.910, 0.040], [-8.250, 2.473, -3.044], [-8.358, 0.981, -2.137], [-7.262, 1.216, -3.544], [-5.097, 1.852, 0.165], [-5.682, 1.932, 1.582], [5.838, 8.582, 4.693], [4.471, 8.501, 3.993], [4.231, 7.050, 3.471], [3.057, 7.160, 2.678], [2.690, 5.918, 2.139], [3.454, 8.848, 4.984], [6.066, 9.616, 4.950], [6.721, 8.185, 4.192], [5.791, 7.999, 5.613], [4.482, 9.259, 3.209], [4.200, 6.287, 4.249], [5.073, 6.860, 2.806], [2.170, 5.298, 2.869], [3.546, 5.347, 1.781], [2.118, 6.176, 1.248], [3.525, 8.290, 5.823], [2.599, 8.468, 4.605], [5.665, -2.178, 1.898], [5.558, -0.779, 2.510], [5.612, 0.436, 1.529], [6.816, 0.393, 0.778], [6.671, 1.013, -0.472], [4.394, -0.664, 3.323], [5.780, -2.971, 2.637], [6.615, -2.108, 1.368], [4.894, -2.377, 1.154], [6.391, -0.591, 3.188], [5.669, 1.344, 2.130], [4.693, 0.564, 0.956], [7.624, 1.074, -0.998], [6.401, 2.051, -0.280], [6.035, 0.489, -1.185], [3.576, -0.636, 2.731], [4.405, 0.224, 3.804], [-6.576, -3.685, 0.953], [-6.139, -4.820, 0.067], [-7.273, -5.321, -0.772], [-8.335, -5.818, 0.019], [-9.529, -5.982, -0.766], [-4.976, -4.341, -0.710], [-7.426, -3.925, 1.592], [-6.782, -2.707, 0.518], [-5.780, -3.454, 1.662], [-5.733, -5.683, 0.594], [-6.910, -6.164, -1.360], [-7.682, -4.499, -1.360], [-9.251, -6.700, -1.538], [-9.920, -5.031, -1.126], [-10.234, -6.377, -0.034], [-4.221, -3.992, -0.137], [-4.581, -5.125, -1.208], [3.134, -7.973, 5.735], [2.762, -6.452, 5.558], [2.136, -6.186, 4.108], [1.018, -6.938, 3.850], [0.579, -6.918, 2.506], [1.813, -6.212, 6.636], [3.846, -8.327, 4.989], [2.259, -8.622, 5.758], [3.725, -8.187, 6.625], [3.667, -5.847, 5.617], [2.851, -6.337, 3.298], [1.971, -5.111, 4.046], [1.346, -7.216, 1.791], [0.206, -5.918, 2.288], [-0.177, -7.660, 2.247], [2.061, -6.864, 7.366], [0.890, -6.513, 6.355], [3.063, 3.067, -5.156], [2.769, 4.573, -5.350], [3.089, 5.202, -6.721], [4.468, 5.269, -6.923], [4.748, 5.737, -8.229], [1.402, 4.847, -5.054], [2.604, 2.429, -5.912], [2.725, 2.609, -4.227], [4.118, 2.818, -5.264], [3.366, 5.079, -4.592], [2.694, 6.209, -6.854], [2.615, 4.663, -7.542], [4.409, 4.923, -8.870], [5.800, 5.834, -8.498], [4.234, 6.665, -8.479], [1.263, 4.364, -4.178], [0.750, 4.515, -5.751]], "forces_ev_per_angstrom": [[0.54, -0.64, -0.95], [0.20, -0.55, -0.82], [-1.54, 1.35, 2.20], [0.48, -0.56, -2.19], [0.38, -0.10, -0.13], [-0.34, 0.16, 0.08], [0.04, 0.15, 0.81], [0.93, -0.28, 0.43], [-0.30, -0.13, 0.05], [0.23, -0.80, 0.56], [0.13, 0.33, 0.19], [-0.32, -0.10, -0.39], [0.41, 0.08, -0.04], [-0.28, 0.23, -0.02], [-0.14, -0.36, 0.09], [0.17, 0.90, 0.26], [-0.13, -0.24, 0.32], [0.15, -0.04, -0.34], [-0.82, 0.84, -0.13], [0.32, 0.17, -0.17], [-0.13, -0.73, 0.20], [-0.04, 0.46, -0.08], [0.48, 0.25, -1.96], [0.60, -0.86, -0.67], [-0.45, 1.36, 0.72], [0.83, -0.72, 0.30], [-0.09, -0.47, 1.03], [-0.39, -0.05, 0.11], [0.03, -0.22, 0.64], [0.13, 0.18, 0.05], [-0.43, -0.48, 0.56], [-0.08, -0.18, 0.28], [0.60, 0.15, 0.33], [-0.19, -0.04, 0.13], [-0.36, 0.62, -0.20], [-0.22, -0.31, -0.34], [0.16, 1.18, -0.36], [-0.64, -0.86, -0.51], [0.43, 0.47, -1.31], [0.63, -1.81, 0.17], [1.07, -0.30, -0.23], [0.19, 0.32, 0.68], [-0.92, 0.51, -0.48], [-0.26, -0.16, -0.02], [-0.30, 0.12, -0.18], [-0.80, 0.71, 0.63], [0.44, -0.69, 0.58], [-0.20, 0.46, -0.25], [-0.01, 0.21, 0.10], [-0.41, -0.14, -0.01], [-0.30, 0.31, 0.18], [0.03, -0.30, -0.03], [0.74, -0.33, 0.49], [0.30, 0.25, -0.76], [-0.55, 0.28, 0.49], [0.05, -0.07, 0.43], [1.54, -0.49, 1.67], [0.01, 2.18, -1.20], [0.47, -0.66, 0.72], [-0.01, 0.24, -0.70], [-0.49, -0.91, -0.87], [-0.09, -0.05, 0.09], [-0.33, 0.02, -0.62], [-0.05, 0.10, 0.27], [-0.48, -0.45, -0.40], [-0.27, 0.05, 0.24], [0.24, -0.35, -0.09], [-0.37, -0.04, -0.03], [0.35, 0.00, 0.04], [-0.49, -0.42, 0.22], [0.75, 0.19, 0.58], [-0.80, 0.71, -0.33], [1.12, 1.14, -0.50], [0.42, 0.13, 0.04], [1.08, -0.33, 0.35], [-0.83, -0.76, -0.11], [0.90, 0.72, -0.44], [-1.12, 0.38, 0.44], [-0.38, 0.20, 0.04], [0.02, -0.45, -0.32], [-0.18, -0.11, 0.18], [0.32, -0.37, -0.11], [-0.09, 0.15, 0.45], [-0.03, -0.47, -0.61], [0.30, -0.25, 0.44], [-0.56, 0.15, -0.42], [-0.61, -0.01, 0.32], [-0.40, -0.23, -0.07], [-0.03, 0.14, 0.34], [0.11, 0.28, 1.73], [0.98, 0.73, 0.50], [-0.67, -0.29, -0.40], [0.23, 0.68, 0.25], [0.81, -0.41, 1.32], [-0.42, -0.20, -1.05], [-0.11, -0.25, -0.25], [-0.11, -0.34, -0.84], [0.31, -0.08, 0.19], [-0.60, -0.07, 0.89], [0.06, 0.13, -0.71], [0.29, 0.02, -0.59], [-0.70, 0.07, -0.36], [0.20, 0.04, -0.34], [-0.16, -0.25, -0.45], [-0.25, 0.09, 0.43], [0.07, -0.07, -0.38], [1.05, 0.37, -0.75], [-0.61, -2.68, -1.58], [1.63, 0.64, 1.12], [-1.39, -1.22, 0.19], [0.22, 0.07, -0.27], [-0.22, 1.20, 0.10], [-0.30, 0.00, -0.56], [-0.04, 0.20, -0.22], [-0.31, 0.50, 0.52], [-0.12, 0.18, 0.21], [0.66, -0.41, 0.25], [-0.64, 0.52, 0.10], [0.66, 0.46, 0.12], [-0.05, 0.12, -0.39], [-0.39, 0.05, 1.01], [0.00, 0.25, 0.44], [-0.18, -0.02, -0.30], [0.52, -0.85, -1.05], [0.74, 0.18, -0.52], [0.22, -0.26, 0.11], [0.71, 0.18, 0.28], [0.01, -0.81, -0.73], [-0.06, -0.37, 0.59], [-0.39, 0.31, -0.37], [-0.04, 0.63, 0.38], [0.21, 0.40, 0.19], [0.16, 0.29, -0.02], [-0.40, 0.30, 0.67], [-0.14, -0.63, -0.13], [-0.35, 0.17, -0.61], [0.12, 0.09, 0.95], [-0.17, 0.05, 0.14], [-0.94, 0.28, 0.25], [-0.21, 0.05, -0.17]]}